Entry 1:
Here is a single C4H11NOS molecule in a non-equilibrium geometry from OMol25. Energies are from the ωB97M-V functional and the def2-TZVPD basis.

Each line ends with the Mulliken charge.
Positions of all 18 atoms, in Å:
O1 -1.78884 -0.10175 1.46517  -0.474
C1 -1.75836 1.16534 0.75729  -0.474
N1 -0.62200 1.42169 -0.09094  -0.290
C2 -0.44017 0.43504 -1.14675  -0.445
C3 0.87722 -0.36079 -1.19476  -0.859
C4 1.34897 -1.29496 -0.07084  -0.544
S1 1.70212 -0.42057 1.47065  -0.312
H1 -0.86764 -0.28177 1.69865  0.296
H2 -2.60887 1.15131 0.06720  0.356
H3 -1.90154 1.93218 1.52190  0.298
H4 0.24749 1.54967 0.40842  0.255
H5 -1.27864 -0.26628 -1.12234  0.328
H6 -0.41200 0.94928 -2.11436  0.248
H7 1.68175 0.38203 -1.32215  0.347
H8 0.85326 -0.91664 -2.12184  0.379
H9 2.16939 -1.89631 -0.43002  0.435
H10 0.53595 -2.00303 0.10045  0.323
H11 2.26192 -1.44442 2.12423  0.132

Cartesian forces (eV/Å) of the 6 atoms listed first:
0.4 0.4 -0.7
-0.2 -0.4 0.0
0.2 -0.4 0.6
0.2 -0.5 -0.4
0.9 1.1 0.5
-1.7 -0.4 -0.5

SMILES: OCNCCCS
E, Ha: -687.16230



Entry 2:
Here is a single C4H11NOS molecule in a non-equilibrium geometry from OMol25. Energies are from the ωB97M-V functional and the def2-TZVPD basis.

Each line ends with the Mulliken charge.
Positions of all 18 atoms, in Å:
N1 -1.53143 0.50224 -0.96074  -0.559
C1 -0.63235 -0.01698 0.04000  0.102
C2 -1.08040 -1.11844 1.00283  -0.786
O1 -2.09366 -0.56859 1.83583  -0.522
C3 0.69906 -0.32684 -0.61144  -0.691
C4 1.60861 0.89158 -0.74879  -0.782
S1 2.78205 1.20669 0.59235  -0.256
H1 -1.71410 -0.13666 -1.72372  0.219
H2 -2.40425 0.84077 -0.58133  0.257
H3 -0.48269 0.82850 0.72807  0.313
H4 -0.22348 -1.35810 1.63855  0.376
H5 -1.41507 -2.01778 0.47276  0.281
H6 -2.34329 -1.21877 2.51015  0.306
H7 1.30851 -1.01551 -0.00728  0.383
H8 0.56227 -0.90149 -1.53164  0.426
H9 0.98523 1.78286 -0.85786  0.408
H10 2.20002 0.89365 -1.66357  0.404
H11 3.77497 1.73286 -0.13419  0.121

Cartesian forces (eV/Å) of the 6 atoms listed first:
-0.3 0.0 -0.3
0.3 0.6 0.9
0.0 0.2 -0.1
-0.4 -0.3 0.1
1.4 -0.8 0.7
-0.5 1.1 -1.5

SMILES: N[C@@H](CO)CCS
E, Ha: -687.16385



Entry 3:
Here is 2 unconnected molecules or ions with the total composition C4H11NOS in a non-equilibrium geometry from OMol25. Energies are from the ωB97M-V functional and the def2-TZVPD basis.

Each line ends with the Mulliken charge.
Positions of all 18 atoms, in Å:
C1 -0.34689 0.03270 -2.13935  -0.639
C2 0.77810 -0.95893 -2.37151  0.589
N1 0.88351 -1.91488 -1.42579  -0.309
O1 1.49526 -0.93709 -3.34233  -0.610
H1 -0.43611 0.83022 -2.88183  0.303
H2 -0.16560 0.68957 -1.27975  -0.011
H3 -1.28907 -0.50301 -2.10359  0.278
H4 1.60324 -2.59097 -1.61956  0.220
H5 0.45225 -2.09197 -0.53212  0.156
C3 0.04806 2.19221 1.78913  -0.832
S1 -1.21333 1.03100 1.20630  -0.107
C4 -0.72939 -0.51532 2.08450  -0.474
H6 -0.09905 2.31853 2.85880  0.304
H7 0.96487 1.65159 1.57692  0.257
H8 0.04002 3.18510 1.35397  0.335
H9 -1.62836 -0.87061 2.57921  0.302
H10 0.00220 -0.28725 2.85717  0.288
H11 -0.35971 -1.26091 1.38984  -0.051

Cartesian forces (eV/Å) of the 6 atoms listed first:
0.3 1.1 -0.2
-1.3 1.3 0.0
1.1 -1.7 0.6
0.5 -0.1 -0.3
0.3 -0.7 -0.7
-0.2 -0.9 0.5

SMILES: CC(N)=O.CSC
E, Ha: -687.17946



Entry 4:
Here is a single C4H11NOS molecule in a non-equilibrium geometry from OMol25. Energies are from the ωB97M-V functional and the def2-TZVPD basis.

Each line ends with the Mulliken charge.
Positions of all 18 atoms, in Å:
N1 0.00497 0.11415 -2.00482  -0.673
C1 0.19358 0.27475 -0.54874  0.191
C2 0.43660 1.72312 -0.11348  -0.532
O1 1.83625 1.98865 -0.12077  -0.550
C3 -1.05995 -0.32471 0.15329  -0.832
C4 -0.83407 -1.70864 0.72861  -0.728
S1 0.64781 -1.73940 1.82928  -0.246
H1 -0.37722 0.97110 -2.38036  0.265
H2 0.89288 -0.07048 -2.45161  0.273
H3 1.05796 -0.28538 -0.22068  0.356
H4 0.05053 1.81561 0.89840  0.351
H5 -0.01647 2.48771 -0.75254  0.262
H6 2.21081 2.19722 0.74503  0.305
H7 -1.28322 0.33497 0.99172  0.337
H8 -1.92135 -0.38662 -0.49818  0.333
H9 -0.68546 -2.45512 -0.05311  0.340
H10 -1.59910 -2.01257 1.40658  0.437
H11 0.44543 -2.92437 2.39138  0.112

Cartesian forces (eV/Å) of the 6 atoms listed first:
0.5 -0.3 0.4
-1.6 0.0 -0.7
0.8 -0.2 0.7
0.6 0.2 -0.2
0.7 0.3 0.9
1.1 -0.4 0.0

SMILES: N[C@@H](CO)CCS
E, Ha: -687.15944



Entry 5:
Here is a molecular structure, C4H11NOS in a non-equilibrium geometry from OMol25. Energies are from the ωB97M-V functional and the def2-TZVPD basis.

Each line ends with the Mulliken charge.
Positions of all 18 atoms, in Å:
C1 3.34411 3.89637 -2.06144  -0.017
C2 4.49410 2.97692 -2.28123  -0.825
C3 -2.93065 -4.57781 2.64323  -0.225
C4 -4.34831 -3.65132 0.98709  -0.639
N1 -3.94438 -4.66119 1.89654  -0.408
O1 2.13687 2.15844 -0.72251  -0.502
S1 1.98114 3.53160 -1.25702  0.282
H1 3.45815 4.98784 -2.51382  0.270
H2 5.20030 3.18556 -1.44516  0.254
H3 5.05502 3.24323 -3.30950  0.259
H4 4.26087 1.85231 -2.22592  0.286
H5 -0.39404 2.93013 1.29587  0.176
H6 -2.23573 -3.68823 2.67257  0.202
H7 -2.73777 -5.37777 3.28250  0.286
H8 -3.97492 -2.63756 1.21269  0.291
H9 -4.04017 -4.08912 0.05368  0.255
H10 -5.44087 -3.53440 0.83386  0.238
H11 0.11629 3.45500 0.93858  -0.183

Cartesian forces (eV/Å) of the 6 atoms listed first:
-0.3 2.4 -1.3
1.4 -0.7 -1.2
-0.3 2.2 -1.4
-0.4 0.7 -0.3
-0.4 -0.8 1.3
-0.6 0.1 0.1

E, Ha: -687.03903



Entry 6:
Here is 2 unconnected molecules or ions with the total composition C4H11NOS in a non-equilibrium geometry from OMol25. Energies are from the ωB97M-V functional and the def2-TZVPD basis.

Each line ends with the Mulliken charge.
Positions of all 18 atoms, in Å:
C1 0.55111 1.84524 1.12082  -1.016
C2 -1.82949 -0.01614 -0.02135  -0.745
C3 -0.56614 0.12654 -2.12997  -0.928
C4 0.46632 0.93309 -0.04016  0.113
N1 -0.80301 0.62695 -0.71963  -0.098
O1 1.34454 -1.95917 1.63629  -0.365
S1 2.17227 -3.21341 1.55176  0.144
H1 1.44273 2.06655 1.59700  0.375
H2 -0.34022 2.03326 1.86494  0.211
H3 -1.68597 0.36146 1.00084  0.277
H4 -2.85204 0.18231 -0.48885  0.272
H5 -1.67761 -1.19665 0.09421  0.220
H6 0.00434 -0.78998 -2.10296  0.355
H7 -1.57813 -0.17015 -2.61782  0.293
H8 -0.18908 0.92992 -2.82681  0.280
H9 0.69098 -0.12576 0.41809  0.110
H10 1.43152 1.07907 -0.55055  0.339
H11 3.41789 -2.71312 2.21414  0.162

Cartesian forces (eV/Å) of the 6 atoms listed first:
-4.4 0.3 1.1
-0.3 -2.0 1.1
-2.5 1.0 0.2
0.5 -3.1 2.2
1.7 2.0 -4.1
-0.2 -0.5 -0.2

E, Ha: -686.97878



Question: Which formula does entry 3 have?
Answer: C4H11NOS



Copy entry 1 word for word.
Here is a single C4H11NOS molecule in a non-equilibrium geometry from OMol25. Energies are from the ωB97M-V functional and the def2-TZVPD basis.

Each line ends with the Mulliken charge.
Positions of all 18 atoms, in Å:
O1 -1.78884 -0.10175 1.46517  -0.474
C1 -1.75836 1.16534 0.75729  -0.474
N1 -0.62200 1.42169 -0.09094  -0.290
C2 -0.44017 0.43504 -1.14675  -0.445
C3 0.87722 -0.36079 -1.19476  -0.859
C4 1.34897 -1.29496 -0.07084  -0.544
S1 1.70212 -0.42057 1.47065  -0.312
H1 -0.86764 -0.28177 1.69865  0.296
H2 -2.60887 1.15131 0.06720  0.356
H3 -1.90154 1.93218 1.52190  0.298
H4 0.24749 1.54967 0.40842  0.255
H5 -1.27864 -0.26628 -1.12234  0.328
H6 -0.41200 0.94928 -2.11436  0.248
H7 1.68175 0.38203 -1.32215  0.347
H8 0.85326 -0.91664 -2.12184  0.379
H9 2.16939 -1.89631 -0.43002  0.435
H10 0.53595 -2.00303 0.10045  0.323
H11 2.26192 -1.44442 2.12423  0.132

Cartesian forces (eV/Å) of the 6 atoms listed first:
0.4 0.4 -0.7
-0.2 -0.4 0.0
0.2 -0.4 0.6
0.2 -0.5 -0.4
0.9 1.1 0.5
-1.7 -0.4 -0.5

SMILES: OCNCCCS
E, Ha: -687.16230